Entry 1:
{"formula": "C5H7ClN2", "method": "ωB97M-V/def2-TZVPD", "elements": ["C", "C", "C", "C", "C", "H", "H", "H", "H", "H", "H", "H", "N", "N", "Cl"], "positions_angstrom": [[-0.62, 0.43, -0.04], [0.06, 0.85, 1.27], [0.05, -1.84, 0.50], [-0.16, -0.91, -0.61], [-0.15, -1.21, -1.94], [-1.73, 0.42, 0.04], [-0.03, 1.88, 1.70], [1.11, -1.93, 2.25], [-1.04, -2.06, 0.83], [0.63, -2.83, 0.28], [0.15, -2.22, -2.26], [-0.27, -0.46, -2.67], [0.73, 0.06, 2.00], [0.87, -1.23, 1.50], [-0.30, 1.85, -1.16]], "smiles": "C=C1CNN=C[C@H]1Cl"}

Entry 2:
{"formula": "C5H7ClN2", "method": "ωB97M-V/def2-TZVPD", "elements": ["C", "C", "C", "C", "C", "H", "H", "H", "H", "H", "H", "H", "N", "N", "Cl"], "positions_angstrom": [[-0.88, 2.30, 1.07], [0.00, 1.06, 0.77], [1.01, 0.51, 1.31], [0.21, -1.38, 0.21], [-0.43, -0.07, -0.22], [-0.06, 2.90, 1.68], [-1.97, 2.09, 1.51], [-1.16, 2.73, 0.02], [1.57, 0.93, 2.08], [2.06, -1.22, 1.75], [0.00, -3.48, 0.25], [-1.55, -0.17, 0.01], [1.22, -0.86, 1.09], [-0.30, -2.50, -0.04], [-0.28, 0.30, -1.97]], "smiles": "[H]/N=C1\\NC=C(C)[C@H]1Cl"}

Entry 3:
{"formula": "C5H7ClN2", "method": "ωB97M-V/def2-TZVPD", "elements": ["C", "C", "C", "C", "C", "H", "H", "H", "H", "H", "H", "H", "N", "N", "Cl"], "positions_angstrom": [[2.63, -0.15, 0.60], [1.17, -0.30, 0.05], [0.78, -1.30, -0.65], [-1.17, -0.57, 0.32], [-0.13, 0.40, 0.56], [3.25, -1.09, 0.65], [2.32, 0.50, 1.59], [3.25, 0.64, -0.14], [1.51, -1.86, -1.13], [-0.94, -2.19, -1.43], [-2.92, -1.01, 0.08], [-0.35, 0.90, 1.59], [-0.62, -1.45, -0.51], [-2.37, -0.43, 0.78], [-0.28, 1.69, -0.49]], "smiles": "[H]/N=C1\\NC=C(C)[C@H]1Cl"}

Across the entries above, HOMO-LUMO gap takes the values 9.49; 9.06; 8.90 eV, respectively.
Across the entries above, HOMO energy takes the values -8.8; -8.4; -8.4 eV, respectively.
Across the entries above, energy relative to the best compared isomer or geometry (same formula, charge and spin) takes the values 230.1; 272.0; 389.8 kJ/mol, respectively.